Density functional theory data (ωB97M-V with the def2-TZVPD basis set) for a cluster of 5 separate species, C60H98BrN4O10P in total.

```
174
Properties=species:S:1:pos:R:3:forces:R:3:lowdin_spin:R:1
Br -3.765604 3.499126 -3.442447 -0.1 0.1 0.3 0.000
P -0.925374 7.517402 -1.482850 1.0 -0.9 -0.8 0.000
O 3.086166 6.206707 1.007248 -0.2 0.1 0.7 0.000
O -5.420019 -1.521062 -2.133611 0.7 -0.2 -0.2 0.549
O -1.889371 7.654148 -2.795864 -0.1 0.8 1.2 0.000
O -1.667721 4.126200 3.741384 0.5 -0.1 -0.8 0.000
O 0.397017 7.099286 -1.926967 0.5 -0.2 0.2 0.000
O 4.301597 1.143811 5.558512 -0.7 0.3 0.0 0.549
O -0.894130 8.924820 -0.702830 -1.0 -0.2 -0.6 0.000
O -3.995213 -5.951384 -5.849135 0.5 -0.1 0.6 0.553
O 0.411209 7.504507 1.216968 -0.2 -0.8 -0.1 0.000
O 4.187292 -1.127117 1.333270 0.4 -0.4 0.6 0.554
N -2.845325 -6.070746 -6.443979 -2.5 0.3 -0.8 0.354
N -5.738248 -2.759371 -2.363246 -1.3 2.1 0.8 0.357
N 5.407348 -1.128762 0.884285 -2.2 1.0 -0.8 0.351
N 4.033518 0.414254 6.597798 2.1 0.3 -1.4 0.356
C 0.412306 4.262912 2.558778 -1.6 0.0 0.1 0.000
C 5.623805 -1.462870 6.108780 0.4 0.3 0.1 0.014
C -1.086189 4.350755 2.693262 -0.2 0.2 0.2 0.000
C -6.749414 -4.218499 -4.114808 0.0 -0.3 0.2 0.001
C -2.968125 4.179688 0.995000 0.2 -0.2 0.0 0.000
C 7.445937 0.300928 0.783034 0.2 -0.2 -0.2 0.002
C -4.578716 3.661615 2.850989 0.2 -0.3 -0.5 0.000
C -3.500364 4.626037 -0.216441 -0.8 -1.4 0.7 0.000
C -1.424045 -7.749247 -7.623689 0.3 0.1 -0.1 0.002
C 5.439903 -1.877998 -0.407581 1.3 -1.2 -0.9 0.026
C 5.585791 0.996354 2.170093 -0.5 -0.2 0.3 -0.001
C 5.327158 1.079164 -0.305672 -0.4 -0.2 -0.4 0.014
C -5.261107 -3.031381 0.071103 0.3 0.6 -0.1 -0.001
C -7.619530 -2.936764 -0.714139 -0.3 0.3 -0.3 0.015
C -2.790804 -3.588188 -6.241528 -0.4 -0.2 0.4 -0.001
C -3.756181 1.628352 -1.231104 -0.2 0.1 -0.6 0.000
C 6.466880 -1.063258 7.317371 0.0 0.0 0.0 0.001
C 5.906289 0.277791 0.862587 1.8 0.9 0.3 0.027
C 0.139159 6.321759 1.249354 0.2 0.3 -0.1 0.000
C -2.869511 -7.310829 -7.278289 1.3 -1.4 -0.4 0.026
C 3.081687 4.163565 2.238249 1.7 -0.2 -0.4 0.000
C -6.142863 -4.923518 -1.189903 -0.1 -0.2 -0.2 0.002
C 4.237585 5.612343 5.164971 -0.8 0.2 -0.7 0.000
C 5.453542 0.360215 -1.646716 0.0 0.0 0.1 0.001
C 6.891281 -2.308535 -0.737980 0.3 0.1 0.0 0.002
C 4.875634 0.888495 7.735301 -0.3 0.2 2.0 0.027
C 4.400669 7.032621 2.978387 -0.2 0.7 0.3 0.000
C -2.536475 -4.790438 -7.147559 1.7 1.1 -0.3 0.027
C 1.034149 5.258404 1.833975 -0.4 1.0 -0.4 0.000
C -4.539367 2.843369 -1.755535 -0.5 -0.5 0.6 0.000
C -6.689073 -2.798415 -3.513949 -0.3 -1.3 -1.6 0.027
C -3.291474 -5.857798 -9.339368 0.0 0.0 0.0 0.001
C -4.626227 4.955139 3.209256 -0.3 0.2 0.3 0.000
C 2.458319 3.163739 2.924541 -0.6 -1.0 0.7 0.000
C -1.711914 6.227611 -0.483310 -0.1 1.1 0.1 0.000
C -2.875904 5.628019 -0.901728 -0.3 0.8 -1.4 0.000
C -3.349384 -4.629760 -8.434445 -0.4 -0.4 -0.2 0.014
C 6.330162 0.430454 7.604042 0.3 -0.3 -0.5 0.014
C 4.657030 -3.187262 -0.309171 -0.5 0.1 0.5 -0.001
C -1.032966 -4.706342 -7.478238 0.2 -0.3 -0.2 0.002
C -1.790896 4.782921 1.419203 0.3 -0.6 1.1 0.000
C 4.838054 2.412875 7.852619 -0.1 0.2 -0.6 -0.001
C -6.199916 -3.378783 -1.084426 0.2 -1.8 0.8 0.026
C 4.301065 0.389545 9.076039 -0.1 -0.3 0.1 0.002
C -3.589163 3.078611 1.823037 0.5 0.3 1.9 0.000
C -3.460323 -8.488708 -6.503376 -0.4 0.2 0.5 -0.001
C 4.870518 -1.049007 -1.564115 -0.2 0.5 0.0 0.014
C 3.827668 6.919255 4.421070 0.5 -0.4 0.1 0.000
C -1.167576 5.781082 0.699763 1.1 0.3 0.5 0.000
C 3.420161 -1.917212 7.244258 0.0 0.0 0.3 0.002
C -3.673497 -7.118060 -8.567903 -0.3 0.5 -0.2 0.014
C 4.159744 -1.025986 6.214751 -1.0 -1.7 0.4 0.026
C 3.334320 7.317027 1.894734 0.8 0.3 0.2 0.000
C -4.770430 3.971708 -0.741597 0.7 0.9 -0.3 0.000
C -8.615911 -3.066628 -1.863225 0.0 0.0 -0.1 0.001
C -6.202190 -1.918130 -4.664043 0.3 0.5 0.3 -0.001
C -8.098689 -2.357636 -3.112612 -0.2 0.2 0.6 0.015
C 1.090102 3.213871 3.113795 0.1 -0.4 0.3 0.000
C 3.465692 -1.310052 4.880814 0.1 0.6 -0.3 0.000
C 2.410707 5.228660 1.683367 -0.2 0.3 -0.2 0.000
H 6.056252 1.980115 2.189837 0.1 -0.1 -0.2 0.000
H -7.265278 -4.936829 -3.481703 0.1 0.0 0.0 0.000
H 3.783978 -0.968944 -1.456679 0.0 0.0 0.2 0.003
H 7.816036 1.312280 0.953745 -0.2 0.0 0.1 0.000
H 5.959072 0.433646 3.028243 0.0 0.0 0.0 0.001
H 4.519160 1.158315 2.310545 0.0 -0.2 0.0 -0.001
H 5.019549 6.169757 2.724655 -0.2 0.0 -0.1 0.000
H -5.266473 -1.968313 0.309850 0.0 0.0 -0.2 -0.001
H -2.915325 -8.658198 -5.572590 0.0 0.0 0.0 0.000
H 3.940403 -0.804763 4.040743 0.0 0.1 0.1 0.000
H 2.416196 -1.009014 4.914403 0.0 0.0 0.0 0.000
H 5.819547 2.052557 -0.364147 0.1 0.0 0.2 0.001
H -8.787438 -2.530026 -3.942636 0.2 -0.1 -0.1 0.001
H -1.335109 -8.835358 -7.641448 -0.2 0.0 0.0 0.000
H -6.222038 -0.858005 -4.413032 0.1 0.0 0.1 -0.001
H 6.499734 0.332213 -1.964050 0.0 -0.1 0.0 0.000
H 7.495264 -2.404667 0.164753 0.0 0.1 0.0 0.002
H 4.923982 0.928428 -2.414286 0.0 0.0 0.0 0.001
H 7.515272 -1.301563 7.123974 0.0 0.0 0.0 0.001
H 7.395975 -1.622834 -1.418230 0.0 0.1 0.1 0.000
H -7.295329 -4.208122 -5.058936 0.0 0.2 0.0 0.000
H -1.329150 9.629948 -1.196938 0.1 0.2 0.2 0.000
H -7.970440 -3.520066 0.140591 0.2 -0.1 0.0 0.001
H 4.894220 5.025293 4.518270 0.2 0.0 0.3 0.000
H 6.072587 -1.022655 5.212001 -0.1 0.1 0.0 0.003
H 4.157772 4.104414 2.102562 -0.1 0.1 -0.1 0.000
H -7.603393 -1.892148 -0.385517 0.1 0.0 -0.1 0.003
H 5.670732 -2.545847 5.972795 -0.2 0.0 0.0 0.001
H 2.424113 7.650330 2.396901 -0.1 -0.2 -0.3 0.000
H 4.181669 7.756968 5.029467 -0.1 0.1 -0.2 0.000
H 4.267921 1.287596 -0.119902 0.0 -0.1 0.1 0.003
H -5.277896 2.934738 3.271657 -0.8 0.4 -1.1 0.000
H -4.461171 0.879046 -0.857401 0.1 0.2 0.2 0.000
H 7.884344 -0.342565 1.548049 0.0 0.0 0.0 0.001
H -9.571997 -2.629248 -1.566556 0.0 0.0 0.0 0.001
H 4.763007 -3.751596 -1.235604 0.2 0.1 0.0 0.000
H 2.739883 7.024747 4.373710 0.1 -0.1 0.1 0.000
H 6.912338 -3.284075 -1.223734 -0.2 0.0 0.0 0.000
H -3.751444 5.508363 3.545951 0.3 0.3 -1.5 0.000
H -2.251017 -3.685931 -5.298019 0.0 0.0 0.0 0.000
H 5.078236 7.894222 2.977000 0.0 -0.2 -0.1 0.000
H -0.710538 -7.397400 -6.878216 0.0 0.0 0.0 0.002
H 5.046165 -1.572241 -2.507213 0.1 -0.2 0.1 0.001
H -3.284869 5.958000 -1.851711 -0.1 -0.1 0.1 0.000
H -0.720088 -5.380543 -8.272020 0.0 -0.1 0.1 0.000
H 5.362088 2.729876 8.754446 0.0 -0.2 0.1 0.000
H -4.135949 2.339533 1.243659 0.0 0.2 -0.1 0.000
H -0.428543 -4.914306 -6.593866 0.0 0.0 0.0 0.001
H -5.186111 -2.182118 -4.954742 0.0 0.0 0.0 0.000
H -2.295665 -5.955926 -9.780251 0.0 0.0 0.0 0.000
H -3.262737 1.161112 -2.084295 0.1 -0.1 0.2 0.000
H -2.451698 -2.674346 -6.729358 0.1 -0.1 -0.1 0.000
H -5.526846 2.472148 -2.033782 0.1 0.2 -0.3 0.000
H -6.846653 -2.051033 -5.533224 -0.1 -0.2 0.1 0.000
H 7.839841 -0.001615 -0.184353 0.0 -0.1 0.0 0.000
H 3.343144 4.997157 5.299195 0.2 -0.1 0.3 0.000
H 3.660490 8.140884 1.258179 0.0 -0.2 -0.2 0.000
H -1.095594 -7.404495 -8.603941 0.0 0.1 0.1 0.000
H 6.186166 -1.644932 8.199732 -0.1 0.0 0.0 0.000
H 2.952832 -2.773923 6.759297 0.1 0.0 -0.1 0.000
H 4.803189 0.884413 9.907909 0.1 0.1 -0.1 0.000
H 4.433107 -0.677384 9.239718 -0.1 0.0 -0.1 0.000
H -2.147096 8.577031 -2.908443 -0.3 -0.2 -0.4 0.000
H -5.852934 -5.373105 -0.240142 0.0 0.2 0.1 0.000
H -0.778817 -3.702833 -7.820444 -0.1 0.0 0.1 0.000
H -4.740969 -7.068675 -8.329335 0.0 0.0 0.2 0.003
H 0.556092 2.439759 3.651056 0.0 0.1 0.0 0.000
H -5.573205 -3.559063 0.972195 -0.1 -0.1 -0.1 0.000
H -5.749222 -4.603962 -4.321938 0.0 0.0 0.0 0.000
H -8.823462 -4.117180 -2.083490 0.1 0.0 0.0 0.000
H -5.568845 5.504450 3.220041 -0.1 -0.5 1.5 0.000
H 6.819741 0.986412 6.797024 -0.2 0.0 -0.1 0.003
H -3.023869 1.887986 -0.468848 0.1 0.0 -0.2 0.000
H -8.109380 -1.277241 -2.930508 0.2 0.0 0.0 0.003
H -4.513210 -8.345998 -6.263862 0.1 0.1 0.1 -0.001
H -4.235062 -3.328264 -0.154931 0.0 0.0 0.0 0.000
H -4.397113 -4.429129 -8.185261 0.0 -0.1 0.2 0.003
H 5.031627 -3.807386 0.507955 0.0 0.0 0.0 0.000
H 3.502198 -2.377560 4.664912 0.1 0.0 0.2 0.000
H 3.236898 0.618717 9.151909 0.0 0.0 0.0 0.001
H -2.805722 2.537395 2.368764 0.0 -0.1 -0.3 0.000
H 5.325045 2.906248 7.012065 -0.1 -0.1 -0.1 -0.001
H -7.101611 -5.369262 -1.453602 0.0 0.0 -0.1 0.000
H -3.847562 -3.456640 -6.020130 0.0 -0.2 0.0 0.000
H 4.080960 -2.327226 8.008234 0.0 0.1 0.1 0.000
H 4.699335 5.807044 6.132035 0.0 -0.1 -0.1 0.000
H 3.810607 2.775715 7.914953 0.0 0.0 0.0 0.000
H -5.400447 -5.247343 -1.919765 0.0 0.1 0.0 0.001
H -3.544709 -7.992182 -9.210721 0.1 -0.1 0.1 0.001
H 2.977960 2.309611 3.344586 0.3 0.2 -0.1 0.000
H -2.997294 -3.753748 -8.983779 0.1 0.0 0.2 0.001
H -3.392692 -9.396417 -7.102864 0.1 0.1 -0.1 0.000
H 6.876915 0.679566 8.516415 -0.2 0.1 0.1 0.001
H -3.977458 -5.723508 -10.178668 0.0 0.0 0.0 0.001
H -5.355525 4.768018 -1.213128 -0.1 -0.2 0.0 0.000
H 2.616677 -1.372398 7.740767 0.0 0.0 0.0 0.002
H 3.590564 -3.026439 -0.157383 0.1 0.1 0.1 -0.001
H -5.327172 3.607181 0.124349 -0.2 -0.1 -0.3 0.000
```
Positions in Å, forces in eV/Å.

Properties
gap between HOMO and LUMO (spin up / spin down) = 0.30275 / 0.30268 hartree
E_tot = -169569.77616 eV
lowest unoccupied orbital energy (spin up / spin down) = -0.161 / -0.163 eV
strongest force on any atom = 2.62 eV/Å
multiplicity = 5